(1)
Molecular formula: C4H3FN2S
Method: DFT, wB97M-V/def2-TZVPD

Structure (XYZ):
```
11
Properties=species:S:1:pos:R:3
F -2.54873 0.24495 1.01046
C -1.29502 0.19257 0.56582
C -0.98465 -0.90197 -0.29619
C 0.30530 -0.90684 -0.72487
N 1.15299 0.07769 -0.33470
C 0.80344 1.13050 0.50452
S 1.92497 2.25673 0.90403
N -0.49840 1.13599 0.94265
H -1.70407 -1.65457 -0.55078
H 0.70137 -1.65665 -1.37004
H 2.14281 0.08161 -0.65090
```

Properties
Total charge ... 0
E_tot ... -761.79304 a.u.
Structure (SMILES) ... Fc1cc[nH]c(=S)n1
Energy above the lowest of the compared OMol25 structures with the same formula, charge and spin ... 0.0 kcal/mol
M ... 130.147 g mol⁻¹



(2)
Molecular formula: C3H7ClOS2
Method: DFT, wB97M-V/def2-TZVPD

Structure (XYZ):
```
14
Properties=species:S:1:pos:R:3
C -0.88145 0.81265 1.02910
C -0.27759 -0.02822 -0.08905
C -1.19566 -0.79868 -1.08348
O 0.54813 0.78573 -0.88766
S 2.23271 1.46415 -0.03095
S 2.75689 -0.06919 0.99984
Cl 3.75731 -1.55463 -0.23393
H -1.73647 0.27992 1.52711
H -0.29275 0.85424 1.88923
H -1.20094 1.76570 0.57020
H 0.44186 -0.90455 0.17344
H -1.64963 0.05616 -1.71116
H -1.93349 -1.19874 -0.57742
H -0.56891 -1.46454 -1.57529
```

Properties
Total charge ... 0
E_tot ... -1450.23045 a.u.
Structure (SMILES) ... CC(C)OSSCl
Energy above the lowest of the compared OMol25 structures with the same formula, charge and spin ... 57.7 kcal/mol
M ... 158.675 g mol⁻¹



(3)
Molecular formula: C6H12ClNO2S2
Method: DFT, wB97M-V/def2-TZVPD

Structure (XYZ):
```
24
Properties=species:S:1:pos:R:3
C 3.03458 -0.09198 1.43399
C 1.73339 0.36452 0.78512
C 1.76301 0.30377 -0.74061
C 0.42965 0.81794 -1.49577
C -0.86021 0.03777 -1.24683
S -1.45890 0.23840 0.47446
N -1.47493 -0.83131 1.51802
O -1.12150 1.46493 1.14070
O -3.25955 0.45001 0.08168
C -3.99439 -0.61299 -0.07322
S -3.43922 -2.11102 -0.47324
Cl -5.65782 -0.39267 0.12726
H 2.93548 -1.10934 1.81353
H 3.35667 0.47712 2.19767
H 3.89824 -0.06153 0.80649
H 0.93216 -0.25593 1.20018
H 1.61901 1.44570 0.89435
H 2.45516 0.93438 -1.21103
H 1.95569 -0.70023 -1.08121
H 0.72540 0.36360 -2.54806
H 0.25858 1.83575 -1.54672
H -1.50173 0.40206 -1.98207
H -0.79079 -1.11834 -1.28769
H -1.53800 -1.85060 1.21299
```

Properties
Total charge ... 0
E_tot ... -1697.48430 a.u.
Structure (SMILES) ... CCCCC[S@@](=N)(=O)OC(=S)Cl
Energy above the lowest of the compared OMol25 structures with the same formula, charge and spin ... 45.0 kcal/mol
M ... 229.754 g mol⁻¹



(4)
Molecular formula: C23H37FIN4O5
Method: DFT, wB97M-V/def2-TZVPD

Structure (XYZ):
```
71
Properties=species:S:1:pos:R:3
C -2.21612 -0.42860 -0.07888
C -2.66140 -1.44061 -1.26711
C -3.08305 -0.76497 -2.62462
C -3.54001 -1.62847 -3.84804
C -3.58747 -3.17493 -3.66718
C -3.16923 -3.86400 -2.30471
C -2.67732 -3.01760 -1.09200
C -2.21077 -3.58419 0.32971
N -1.80115 -5.02856 0.33172
C -0.52138 -5.25988 -0.32759
N -0.55495 -5.51662 -1.67904
N 0.79370 -5.29963 0.32321
I 2.23680 -5.01855 -1.18771
C 0.92997 -4.28144 1.39116
O 0.11189 -4.06313 2.31775
N 2.19675 -3.47888 1.39240
C 1.97008 -2.09044 0.93942
O 2.80596 -1.59888 0.13323
F 0.92053 -1.23457 1.37054
H -1.08201 -0.58159 0.04809
H -2.43121 0.66784 -0.36032
H -2.75444 -0.77594 0.87881
H -3.02110 0.38805 -2.69225
H -3.80283 -1.07498 -4.82150
H -3.91754 -3.82489 -4.54885
H -3.19568 -5.00599 -2.20489
H -1.43460 -2.85723 0.74959
H -3.13774 -3.51400 1.02685
H -1.78321 -5.42311 1.28717
H -0.56982 -4.78647 -2.40478
H -0.65196 -6.52555 -1.91986
H 2.43492 -3.40320 2.40845
C -0.94798 4.84891 -1.53759
C -1.77578 5.09640 -0.29658
C -2.84720 4.03081 -0.41286
O -2.25526 2.91998 -1.10319
C -0.99644 3.33899 -1.65286
H 0.06763 5.23796 -1.47261
H -1.43497 5.30581 -2.40562
H -1.16709 4.91835 0.59643
H -2.18473 6.10634 -0.23502
H -3.69495 4.38276 -1.00983
H -3.21930 3.70223 0.56069
H -0.20116 2.87034 -1.06265
H -0.91308 2.99388 -2.68621
C 0.77855 -2.10497 5.11013
C 1.70322 -1.14876 4.39054
C 1.85721 -0.03443 5.40629
O 1.73396 -0.63482 6.70203
C 1.24611 -1.97369 6.54613
H 0.82882 -3.13005 4.73777
H -0.25647 -1.75844 5.02052
H 2.67269 -1.63091 4.21477
H 1.31689 -0.80102 3.43327
H 1.05993 0.70921 5.30420
H 2.82053 0.47486 5.32748
H 2.07438 -2.65873 6.75796
H 0.44694 -2.16032 7.26680
C 3.71797 3.58718 -3.03466
C 4.24260 4.87989 -2.45242
C 3.09493 5.83359 -2.71681
O 1.89037 5.05378 -2.68449
C 2.24320 3.66343 -2.69399
H 4.20231 2.69549 -2.63239
H 3.85107 3.58865 -4.12168
H 4.39332 4.76647 -1.37362
H 5.18319 5.21196 -2.89522
H 3.17466 6.28559 -3.71090
H 3.03467 6.63304 -1.97457
H 2.04600 3.26102 -1.69414
H 1.61766 3.13023 -3.41388
```

Properties
Total charge ... +1
E_tot ... -1890.77848 a.u.
M ... 595.474 g mol⁻¹



The Kohn-Sham gap results, record by record, are as follows: 8.6; 8.9; 9.1; 5.2 eV.
The highest occupied orbital energy results, record by record, are as follows: -8.56; -9.91; -9.05; -11.11 eV.